[1]
2 unconnected molecules or ions with the total composition C9H11O2P. Source: the OMol25 dataset; level of theory: the ωB97M-V functional and the def2-TZVPD basis.

Geometry as XYZ:
```
23
C9H11O2P, DFT the ωB97M-V functional and the def2-TZVPD basis
C -1.72579 0.48934 0.86339
C -1.80341 1.53995 -0.07571
C -0.99466 0.74313 2.00624
C -1.18951 2.74006 0.18577
C -0.25748 1.90551 2.21670
C -0.45406 2.92668 1.27133
C 1.82387 -2.02249 0.78579
C 0.98742 -2.44666 -0.16983
C -0.18145 -1.86172 -3.73378
O 1.40257 -0.23434 -1.76347
O -0.24189 -2.04253 -2.49755
P 0.30437 -1.04014 -1.21882
H -2.21773 -0.42524 0.97393
H -2.33783 1.16876 -1.02955
H -1.01415 -0.08421 2.58525
H -1.33972 3.61120 -0.49474
H 0.03821 2.21776 3.20462
H 2.38603 -2.68535 1.31642
H 2.24465 -0.99777 0.87204
H 0.47496 -3.45610 -0.15045
H -0.69895 -2.55215 -4.25330
H 0.68076 -1.33442 -4.09603
H -0.00600 3.87444 1.53725
```

As for the multiplicity: 1. As for the total energy: -22890.872 eV.

***

[2]
2 unconnected molecules or ions with the total composition C9H11O3. Source: the OMol25 dataset; level of theory: the ωB97M-V functional and the def2-TZVPD basis.

Geometry as XYZ:
```
23
C9H11O3, DFT the ωB97M-V functional and the def2-TZVPD basis
C 1.68115 2.41555 0.70381
C 2.71231 2.08601 -0.31161
O 2.36017 1.90206 -1.57811
O 3.89542 1.98656 -0.02676
H 0.86731 3.01604 0.28588
H 2.18582 2.91190 1.52035
H 1.18650 1.53085 1.12338
C -1.85222 -2.51508 1.56560
C -0.33721 0.16664 -1.46631
C 0.56475 -0.58983 -0.65781
C -1.73519 -0.01051 -1.24951
C 0.08534 -1.42845 0.35367
C -2.19498 -0.94019 -0.31604
C -1.29065 -1.64989 0.47157
O 0.15020 0.97241 -2.36131
H 1.63998 -0.61558 -0.81640
H 1.41304 1.54169 -1.84437
H -2.52094 0.61891 -1.65795
H 0.67976 -2.03839 0.99672
H -3.27439 -1.06487 -0.32109
H -2.52537 -1.91615 2.23398
H -1.06788 -3.11577 2.05573
H -2.62292 -3.26393 1.29657
```

Its net charge is -1. As for the multiplicity: 1. As for the total energy: -15655.651 eV.

***

[3]
2 unconnected molecules or ions with the total composition C9H11O3. Source: the OMol25 dataset; level of theory: the ωB97M-V functional and the def2-TZVPD basis.

Geometry as XYZ:
```
23
C9H11O3, DFT the ωB97M-V functional and the def2-TZVPD basis
C 3.45112 2.14462 1.56774
C 0.53206 -0.70320 0.06358
C 0.08507 0.50984 0.58040
C 1.99034 -1.08831 0.22861
C 1.07248 1.31337 1.15156
C 2.89831 -0.18413 0.71456
C 2.45366 1.08845 1.23997
O -0.11508 -1.62196 -0.61825
H -1.19079 -1.59174 -0.84809
H -0.84446 0.91743 0.51714
H 2.28099 -2.01748 -0.18756
H 0.73617 2.24373 1.42594
H 3.92798 -0.48243 0.59607
H 3.74004 2.42479 0.48035
H 4.30619 1.97549 2.20481
H 2.85118 2.98454 2.06562
C -4.70483 -1.17830 -1.53317
C -3.11194 -1.00291 -1.51684
O -2.48594 -1.83717 -0.77178
O -2.59205 -0.24361 -2.28618
H -5.03916 -2.19942 -1.84232
H -4.95884 -0.57232 -2.50495
H -5.28251 -0.87928 -0.72722
```

Its net charge is -1. As for the multiplicity: 1. As for the total energy: -15654.754 eV.

***

[4]
2 unconnected molecules or ions with the total composition C9H11OP. Source: the OMol25 dataset; level of theory: the ωB97M-V functional and the def2-TZVPD basis.

Geometry as XYZ:
```
22
C9H11OP, DFT the ωB97M-V functional and the def2-TZVPD basis
C -0.21161 1.90669 -1.47392
C -0.87926 2.50995 -0.36206
C -0.21489 0.51768 -1.63430
C -1.58012 1.71781 0.50952
C -0.79555 -0.30422 -0.68847
C -1.51483 0.34820 0.34919
C 1.93815 0.96836 1.18297
C 1.92966 -0.17913 0.40284
C -1.71505 -2.36966 1.27706
O 1.36050 -1.23807 0.62654
P -2.14887 -0.56642 1.66730
H 0.17110 2.60707 -2.26459
H -0.89317 3.52174 -0.20690
H 0.46081 0.02562 -2.31331
H -2.12225 2.12477 1.25849
H -0.54140 -1.31730 -0.76000
H 1.73768 0.94222 2.27048
H 2.49430 1.88976 0.84965
H 2.45262 -0.02614 -0.66058
H -0.67982 -2.47709 0.89565
H -1.83088 -3.05125 2.18822
H -2.43241 -2.80678 0.54904
```

As for the multiplicity: 1. As for the total energy: -20843.448 eV.

***

[5]
A single C9H12 molecule. Source: the OMol25 dataset; level of theory: the ωB97M-V functional and the def2-TZVPD basis.

Geometry as XYZ:
```
21
C9H12, DFT the ωB97M-V functional and the def2-TZVPD basis
C -0.63197 -0.00848 2.56028
C 0.80120 1.45741 -0.92129
C -0.22809 0.32015 1.21181
C 0.37284 0.96502 0.28488
C -1.08632 0.33940 3.85809
C -2.25172 1.21721 3.94314
C 0.95554 -1.79793 -3.07470
C 1.21018 0.39902 -1.89253
C 0.70222 -1.05926 -1.77445
H -0.37027 -1.12800 2.81729
H 1.11896 2.50475 -0.95787
H -3.13217 0.63623 4.40787
H -2.61047 1.46412 2.85180
H -1.88481 2.11090 4.37945
H 0.79739 -1.08244 -3.89028
H 0.34667 -2.66620 -3.19492
H 2.02518 -1.89419 -3.04106
H 0.89750 0.55011 -2.85865
H 2.28257 0.38201 -2.07746
H 1.09512 -1.60184 -0.94294
H -0.40955 -1.10798 -1.68847
```

As for the multiplicity: 1. As for the total energy: -9519.555 eV.

***

[6]
A single C9H12 molecule. Source: the OMol25 dataset; level of theory: the ωB97M-V functional and the def2-TZVPD basis.

Geometry as XYZ:
```
21
C9H12, DFT the ωB97M-V functional and the def2-TZVPD basis
C -1.77615 -1.47371 0.00349
C 0.38784 0.47954 0.45258
C -0.96019 -0.14735 0.07904
C 1.65952 -0.31382 0.48732
C -2.25158 -0.07771 -0.13772
C 2.70202 -0.76542 0.83768
C 0.49167 1.58080 -0.69043
C -3.48793 0.66946 -0.36779
C 3.95390 -1.42990 0.85250
H -1.68328 -2.16544 -0.76991
H -2.05102 -2.00360 0.95993
H 0.24071 0.97640 1.35458
H -0.48403 1.76612 -0.96179
H 1.09787 1.34585 -1.49597
H 0.89741 2.44386 -0.12433
H -3.84538 0.97805 0.63738
H -4.43248 0.23550 -0.87155
H -3.21924 1.54171 -0.86065
H 4.16906 -2.20812 1.63759
H 4.91699 -0.84504 0.75958
H 4.11475 -2.08517 -0.07850
```

As for the multiplicity: 1. As for the total energy: -9522.114 eV.

***

[7]
A molecular structure, C9H12BN7O4Tc. Source: the OMol25 dataset; level of theory: the ωB97M-V functional and the def2-TZVPD basis.

Geometry as XYZ:
```
34
C9H12BN7O4Tc, DFT the ωB97M-V functional and the def2-TZVPD basis
Tc -0.22725 -0.92963 -1.20089
C 0.74212 0.39729 2.19505
C 0.00841 -0.86959 1.94832
N -0.31243 -1.40458 0.77022
C -0.96849 -2.61399 1.00235
C -1.03534 -2.81295 2.33170
N -0.42046 -1.71870 2.88702
C -1.61179 -3.83948 3.25881
O -2.24572 -4.86875 2.73072
O -1.48723 -3.63727 4.43047
C -1.37151 -3.35508 -0.18526
O -1.93349 -4.38821 -0.23679
O -0.96479 -2.64876 -1.32531
H 0.98528 0.87509 1.25011
H 1.66995 0.19724 2.73343
H 0.14210 1.07813 2.80079
H -0.32726 -1.62026 3.89483
H -2.24429 -4.87643 1.75921
N -0.05038 4.96079 -1.64830
C -1.21910 4.45300 -2.00131
N -2.19557 5.21790 -2.43943
N -1.47332 3.12599 -1.93273
C -0.93626 2.07520 -1.61724
N -0.51235 0.99170 -1.34501
H 0.13627 5.94987 -1.71553
H 0.70486 4.36689 -1.35165
H -2.09881 6.21791 -2.52798
H -3.07167 4.79764 -2.71111
B 4.20511 -0.85022 -2.09534
C 2.78561 -0.84528 -1.70522
N 1.62023 -0.82807 -1.44490
H 4.32097 -1.81198 -2.83883
H 4.44308 0.26399 -2.53347
H 4.94351 -1.04939 -1.13675
```

Its net charge is +2. As for the multiplicity: 2. As for the total energy: -31006.173 eV.

***

[8]
2 unconnected molecules or ions with the total composition C9H12BrN2. Source: the OMol25 dataset; level of theory: the ωB97M-V functional and the def2-TZVPD basis.

Geometry as XYZ:
```
24
C9H12BrN2, DFT the ωB97M-V functional and the def2-TZVPD basis
C -1.02316 0.01450 0.43779
C 1.33904 -0.34567 -0.01836
C -1.30083 -0.70578 -0.67090
C 0.98770 -1.02581 -1.14150
C 0.35812 0.25456 0.84060
C -2.23115 -1.83778 -3.73610
C -0.94706 -1.69964 -3.71281
C -0.28471 1.67868 2.77675
C 2.01865 1.31676 2.24019
N -0.30815 -1.19956 -1.39049
N 0.64918 1.08469 1.86368
Br 0.71926 -1.51012 -4.35441
H -1.95347 0.45452 1.01746
H 2.45262 -0.31151 0.32318
H -2.25982 -0.95807 -1.00816
H 1.72402 -1.45539 -1.81252
H -2.81967 -1.80512 -4.65565
H -2.80800 -1.49896 -2.89179
H 0.11002 1.79501 3.80611
H -0.63003 2.61363 2.51183
H -1.14308 1.03286 2.73874
H 2.32058 2.34208 2.17317
H 2.31597 0.87138 3.10250
H 2.71396 0.89475 1.56070
```

Its net charge is +1. As for the multiplicity: 1. As for the total energy: -82539.217 eV.

***

[9]
A molecular structure, C9H12CoN2O4S. Source: the OMol25 dataset; level of theory: the ωB97M-V functional and the def2-TZVPD basis.

Geometry as XYZ:
```
29
C9H12CoN2O4S, DFT the ωB97M-V functional and the def2-TZVPD basis
Co 0.49524 -1.22370 -0.31119
O 0.25211 -1.66769 2.68926
C 0.35556 -1.53422 1.55745
C 0.54916 -0.69953 -2.11956
O 0.56284 -0.33213 -3.21201
C -1.26373 -1.86276 -0.54523
O -2.35882 -2.21268 -0.68096
C 2.25665 -0.60251 -0.07491
O 3.32477 -0.18072 0.07910
C 2.32592 -5.98459 -0.82453
H 3.20111 -5.89476 -0.16386
H 1.46314 -6.51652 -0.39644
C 2.39476 -5.69108 -2.12368
H 1.59164 -5.96770 -2.82323
H 3.32960 -5.34606 -2.59071
C -2.95858 3.52693 0.30761
N -1.93718 2.55978 -0.14190
C -0.88393 2.18390 0.55285
S -0.26687 0.66729 0.15942
N -0.24225 2.82890 1.50410
C -0.20382 4.29624 1.66834
H -2.71061 3.86567 1.30499
H -3.94191 3.06071 0.33982
H -2.98770 4.36648 -0.39367
H -2.23349 2.04020 -0.99717
H 0.45979 2.34499 2.10550
H -0.61799 4.55607 2.64726
H 0.81963 4.66282 1.61034
H -0.77502 4.75665 0.87302
```

Its net charge is +3. As for the multiplicity: 5. As for the total energy: -69124.487 eV.

***

[10]
A single C9H12F2N2O2 molecule. Source: the OMol25 dataset; level of theory: the ωB97M-V functional and the def2-TZVPD basis.

Geometry as XYZ:
```
27
C9H12F2N2O2, DFT the ωB97M-V functional and the def2-TZVPD basis
C -1.48829 -0.93563 -0.16428
C -1.02238 -0.98549 -1.42546
C -1.58084 2.21487 1.95902
C -0.55890 1.45128 1.69886
C 0.69585 -0.97168 -3.75336
C 0.85851 -1.22191 0.01836
C -0.45846 -0.06795 1.90188
C 1.04401 -0.33126 -2.34631
C 2.64094 -0.40209 -2.32625
N -0.40738 -0.87032 0.74992
N 0.44286 -1.11138 -1.32216
O 0.57295 -2.24862 -3.78737
O 0.53527 -0.26243 -4.68845
F 3.15809 -1.61322 -2.43308
F 3.18016 0.35503 -3.30488
H -2.49979 -0.58540 0.14624
H -1.55461 -0.87433 -2.26925
H -1.52663 3.31485 1.67389
H -2.57908 1.96052 2.40711
H 0.38505 1.91732 1.37620
H 1.74921 -0.51698 0.33466
H 1.04440 -2.24906 0.41725
H -1.28226 -0.27619 2.52811
H 0.47380 -0.16388 2.54268
H 0.95153 0.73719 -2.49534
H 2.87496 -0.06621 -1.34928
H 0.77292 -2.75642 -2.98608
```

As for the multiplicity: 1. As for the total energy: -22034.500 eV.